Record 1
Here is the ion C8H13N2 with charge +1 in a non-equilibrium geometry from OMol25. Energies are from wB97M-V/def2-TZVPD.

Values from the calculation:
Net charge = +1

Last column: Mulliken charge in e.
CARTESIAN COORDINATES (ANGSTROEM)
1 C 2.2781 -0.9275 0.3677  -1.176
2 C 3.0641 0.1554 0.0914  -0.516
3 C 0.9303 -0.4919 0.2588  1.212
4 C 0.9703 0.8368 -0.1012  -0.520
5 C -0.2772 1.6436 -0.3026  -0.505
6 C -0.3569 -1.1485 0.4036  -0.682
7 C -1.4653 0.7296 -0.3664  0.067
8 C -2.6066 0.9442 0.5583  -1.418
9 N 2.2626 1.2211 -0.1899  -0.013
10 N -0.5599 -2.3103 -0.5128  -0.231
11 H 2.6132 -1.9099 0.6331  0.419
12 H 4.1329 0.2341 0.0709  0.443
13 H -0.3907 2.3400 0.5340  0.316
14 H -0.1946 2.2215 -1.2288  0.360
15 H -0.7649 -1.3457 1.3847  0.415
16 H -1.7178 0.3597 -1.3533  0.415
17 H -2.2702 1.0498 1.5899  0.378
18 H -3.3383 0.1410 0.4901  0.364
19 H -3.1167 1.8753 0.2827  0.385
20 H 2.5904 2.1457 -0.4173  0.194
21 H -1.5567 -2.5459 -0.6016  0.350
22 H -0.0550 -3.1359 -0.1519  0.349
23 H -0.1711 -2.0822 -1.4391  0.395

Record 2
Here is the ion C8H13N2S2 with charge +1 in a non-equilibrium geometry from OMol25. Energies are from wB97M-V/def2-TZVPD.

Values from the calculation:
Net charge = +1

Last column: Mulliken charge in e.
CARTESIAN COORDINATES (ANGSTROEM)
1 C 0.3479 0.5651 0.0749  0.201
2 C 2.7028 0.4125 0.0254  0.113
3 C 0.3983 -2.1180 -2.0262  -0.987
4 C -0.0612 -2.0366 -0.6964  -0.509
5 C 0.6295 -1.0773 0.3172  1.019
6 C 0.0534 -1.5146 1.7029  -1.577
7 C -2.0594 0.5942 -0.2877  -0.882
8 C -0.9481 2.5570 0.2787  -1.104
9 N 1.4873 1.1859 0.1436  -0.197
10 N -0.7853 1.1523 0.0818  0.104
11 S 4.1590 1.2010 -0.1868  -0.196
12 S 2.3932 -1.2355 0.0802  -0.031
13 H -0.1176 -2.7772 -2.7115  0.306
14 H 1.1463 -1.6087 -2.5500  0.339
15 H -0.8018 -2.6302 -0.3350  0.532
16 H -1.0332 -1.5956 1.7114  0.347
17 H 0.3526 -0.8295 2.3588  0.556
18 H 0.4284 -2.4813 2.1164  0.397
19 H -2.0033 -0.5123 0.0030  0.296
20 H -2.8211 1.0793 0.2357  0.403
21 H -2.2222 0.7063 -1.3693  0.303
22 H -1.9930 2.8343 0.4067  0.328
23 H -0.4164 2.8045 1.2028  0.457
24 H -0.4207 3.1133 -0.4616  0.386
25 H 1.5845 2.2110 -0.1149  0.396

Record 3
Here is a cluster of 2 separate species, C8H13N3 in total in a non-equilibrium geometry from OMol25. Energies are from wB97M-V/def2-TZVPD.

Last column: Mulliken charge in e.
CARTESIAN COORDINATES (ANGSTROEM)
1 C 2.0627 2.6318 2.2036  -0.920
2 C 0.7674 1.8376 2.4273  -0.537
3 C 0.6314 0.3246 0.4753  -0.046
4 C -1.9303 -2.4972 -1.0647  -1.072
5 C -2.0194 -1.4404 -2.1537  0.388
6 C -0.8292 -1.4974 -3.0352  -0.816
7 C 0.2398 -1.2127 -3.5305  0.199
8 C -1.9591 -0.2188 -1.4229  0.203
9 H 2.4202 2.5383 1.1700  0.300
10 H 2.8393 2.2427 2.8774  0.275
11 H 1.9235 3.7039 2.4093  0.323
12 H 0.5849 1.7407 3.5155  0.308
13 H -0.0908 2.3816 2.0062  0.322
14 H 1.3648 -0.1936 2.2395  0.241
15 H 0.2338 1.1929 -0.0643  0.446
16 H 1.2947 -1.4261 0.3040  0.121
17 H -1.0162 -2.3249 -0.5002  0.173
18 H -1.9048 -3.4775 -1.5500  0.350
19 H -2.7918 -2.4463 -0.3765  0.331
20 H -2.9253 -1.5017 -2.7436  0.399
21 H 1.1459 -0.8967 -4.0019  0.395
22 N 0.7766 0.5138 1.8384  -0.213
23 N 0.9074 -0.6784 -0.2755  -0.575
24 N -1.7254 0.7037 -0.7475  -0.593

Record 4
Here is a cluster of 3 separate species, C8H13N3 in total in a non-equilibrium geometry from OMol25. Energies are from wB97M-V/def2-TZVPD.

Values from the calculation:
Net charge = +2

Last column: Mulliken charge in e.
CARTESIAN COORDINATES (ANGSTROEM)
1 C 18.4042 1.3271 1.6987  -0.329
2 C 18.7327 0.6491 0.7074  -0.445
3 C -13.8707 1.6542 -0.4267  -0.042
4 C -13.9248 0.4958 -0.1709  0.054
5 C -13.4014 -2.9189 0.6945  -0.795
6 C -13.1694 -1.6553 0.7482  0.170
7 C 14.6445 -0.6075 -1.9680  -0.621
8 C 15.4836 -0.0781 -0.9321  0.239
9 N 16.0837 0.3216 -0.0227  0.113
10 N -13.7340 3.0749 -0.3120  -0.287
11 N -14.0275 -0.7785 -0.0513  -0.292
12 H 18.0868 1.9690 2.4399  0.438
13 H -12.8291 -3.7586 1.0284  0.278
14 H -14.3781 -3.2727 0.3429  0.196
15 H -12.2152 -1.2246 1.0639  0.262
16 H 14.9629 -1.6869 -2.1190  0.307
17 H 15.0795 0.0621 -2.7359  0.282
18 H 13.4846 -0.4000 -1.7914  0.344
19 H 18.8274 0.0446 -0.1339  0.379
20 H 16.9670 0.7360 0.3714  0.294
21 H -14.3607 3.6089 -1.0073  0.412
22 H -12.8415 3.3971 -0.5570  0.376
23 H -14.1744 3.5241 0.4687  0.371
24 H -14.7442 -1.3365 -0.6212  0.295

Computed values of calculated total energy (unit: eV) for the preceding records, in sequence: -11478.743 -33148.887 -12973.957 -12954.644.
Computed values of energy above the lowest of the compared OMol25 structures with the same formula, charge and spin (unit: kcal/mol) for the preceding records, in sequence: 63.30 40.23 74.37 68.61.